A 3-piece molecular cluster, C18H38BBrF3NO18P3 overall in a non-equilibrium geometry, computed with wB97M-V/def2-TZVPD.

The geometry in XYZ format:
```
83
Properties=species:S:1:pos:R:3:forces:R:3:mulliken_charge:R:1
O -4.9844 2.5157 -2.5364 0.0072 0.1868 -0.1748 -0.3154
N -5.0089 2.5470 -1.3708 0.2649 -0.0351 0.0222 0.2007
O -3.8190 1.9971 -0.8220 -0.1151 -0.4781 0.0849 0.0699
B -3.9869 0.6968 -0.1817 -0.1065 0.6370 0.2447 0.8909
Br -5.9562 0.6875 0.6408 -0.3285 -0.1707 -0.0344 -0.4800
O -3.7062 -0.3997 -1.0500 0.3983 -0.3115 -0.5113 -0.6623
C -3.2296 -1.5100 -0.3560 -1.3718 0.4460 0.2091 0.8109
O -2.3134 -2.2483 -1.1180 0.0780 0.2179 -0.0662 -0.6715
C -4.4949 -2.3711 -0.1108 0.6250 -0.4785 0.7328 -1.1603
C -4.2344 -3.8527 0.2272 -0.1667 -0.0820 -0.3288 -1.0494
C -5.0123 -4.3257 1.4279 0.2967 0.0029 -0.0367 0.6030
O -6.0870 -3.9224 1.7284 -0.8347 0.3916 0.2184 -0.5548
O -4.4459 -5.2865 2.1990 0.2386 -0.4774 -0.1176 -0.5209
C -2.6054 -0.7809 0.9051 1.2920 0.0216 1.3804 0.8379
C -2.7757 -1.4593 2.2776 -0.9248 0.0112 -0.1756 0.2632
F -4.0240 -1.3360 2.7325 0.1564 -0.1002 0.0200 -0.2339
F -2.5121 -2.7885 2.2098 0.3419 0.1869 0.1255 -0.2618
F -1.9681 -0.9160 3.2055 0.0650 -0.2219 -0.1077 -0.2990
P -0.7896 -0.3803 0.6897 0.1300 0.4759 -2.3031 0.8571
O -0.4131 -0.0622 -0.6985 0.1312 -0.0723 -0.0643 -0.7779
O 0.0873 -1.6434 1.1887 -0.3623 0.2775 0.7398 -0.4651
O -0.4753 0.9277 1.5597 0.0661 -0.7405 0.9770 -0.5499
O -3.1419 0.4911 1.0045 -0.0740 -0.0440 -0.5616 -0.8808
H -1.6636 -2.6499 -0.5317 0.0879 0.0660 -0.0857 0.3419
H -5.0688 -2.3019 -1.0282 0.0505 0.1183 -0.0857 0.6610
H -5.0969 -1.9262 0.6746 -0.1289 0.1028 -0.0664 0.4237
H -3.1817 -4.1008 0.3360 0.0782 0.0964 -0.0136 0.4042
H -4.5973 -4.4489 -0.6137 0.0489 -0.1596 0.0242 0.4977
H -3.6610 -5.6332 1.7600 0.1235 0.1343 0.1064 0.3643
H 1.0108 -1.4152 1.0152 0.0810 -0.3253 -0.0751 0.2922
H 0.3730 1.2380 1.2117 -0.1648 0.3281 -0.0591 0.3638
O -1.3086 5.9753 -2.9519 -1.2752 -1.6199 1.1696 -0.7470
P -0.9172 6.5523 -1.6566 3.1917 3.7568 -0.7903 1.1683
O -1.5609 8.0378 -1.5416 -0.1068 -0.5642 0.1953 -0.3539
C -2.9731 8.1883 -1.6656 -0.3563 0.0913 -0.0373 -0.3446
C -3.7283 7.5928 -0.4914 0.1124 -0.1446 -0.0003 -0.7151
O 0.6478 6.9481 -1.8311 -0.1260 -0.1088 0.2659 -0.4012
C 1.3521 6.6274 -3.0244 0.0588 0.0415 -0.3104 -0.3315
C 1.2271 7.7233 -4.0668 0.0772 0.2178 0.0433 -0.9993
O -0.7073 6.2368 -0.0967 -1.4338 -1.5576 -0.7717 -0.3279
C -1.3262 5.1054 0.5623 -0.2289 -0.3964 0.4089 -0.4159
C -1.3436 3.8438 -0.2672 0.1477 0.1012 -0.2113 -0.5707
H -3.3152 7.7443 -2.6045 0.0793 -0.0310 0.0020 0.2725
H -3.1611 9.2610 -1.7185 0.1376 0.0167 -0.0087 0.3309
H -3.6620 6.5014 -0.4980 -0.0555 0.0209 -0.0115 0.0044
H -4.7851 7.8570 -0.5394 0.0001 0.0015 -0.0368 0.4235
H -3.3168 7.9515 0.4525 -0.0078 0.0388 -0.0030 0.2554
H 1.0198 5.6697 -3.4232 -0.1735 0.0371 0.0141 0.3170
H 2.4002 6.5062 -2.7439 -0.0332 0.0365 0.1360 0.3334
H 0.1983 8.0686 -4.1617 -0.0719 -0.1926 -0.0309 0.2785
H 1.5704 7.3685 -5.0401 0.0049 -0.0023 0.0057 0.3372
H 1.8299 8.5888 -3.7847 0.0048 -0.0032 -0.0010 0.2789
H -2.3397 5.3728 0.8705 0.0250 0.1123 -0.0872 0.2149
H -0.7572 4.9411 1.4772 0.1201 0.1886 -0.0538 0.2959
H -1.8812 3.9864 -1.2088 -0.0249 -0.0842 0.1044 0.3479
H -1.8427 3.0443 0.2767 -0.0179 0.0009 -0.0030 0.0920
H -0.3286 3.5214 -0.5097 0.0060 0.0057 0.0015 0.2630
O 5.6753 -3.5090 1.0834 1.5473 -1.1726 -1.5872 -0.7314
P 4.8412 -4.7221 1.1173 -3.9205 0.6966 3.3360 0.9845
O 3.4066 -4.3977 0.4544 0.5818 -0.2427 -0.1874 -0.2662
C 3.3439 -3.8897 -0.8793 -0.1085 0.1192 -0.3801 -0.1986
C 3.7585 -4.9269 -1.9060 0.1529 -0.0555 0.0870 -1.0764
O 4.3958 -4.8933 2.6594 0.1602 -0.2713 -0.1815 -0.3559
C 4.8713 -4.0071 3.6706 -0.0196 0.3215 0.1728 -0.3167
C 3.9770 -2.7915 3.8210 -0.2298 -0.0396 0.0574 -0.9459
O 4.8813 -6.3247 0.9075 1.7928 0.8683 -1.1567 -0.3342
C 5.9188 -6.9837 0.1623 0.2241 -0.3207 -0.2673 -0.2282
C 7.3010 -6.4139 0.4081 -0.0015 0.2055 0.0825 -1.1113
H 3.9596 -2.9913 -0.9703 0.0292 -0.0269 0.1006 0.2727
H 2.3082 -3.5985 -1.0496 -0.0274 -0.0241 0.1521 0.2910
H 4.8310 -5.1352 -1.8364 -0.0230 0.0291 -0.0436 0.2095
H 3.5567 -4.5703 -2.9160 -0.0108 0.0349 0.0128 0.4298
H 3.2206 -5.8618 -1.7469 -0.0446 0.0179 -0.0117 0.2856
H 5.9017 -3.7134 3.4723 -0.0274 0.0284 -0.1863 0.3062
H 4.8786 -4.5752 4.6020 -0.0651 -0.1243 -0.0769 0.3355
H 3.7162 -2.3641 2.8535 0.1979 0.0185 -0.0583 0.2144
H 4.4688 -2.0256 4.4222 0.0016 -0.0053 0.0036 0.3531
H 3.0413 -3.0637 4.3111 -0.0028 0.0029 -0.0002 0.2887
H 5.6772 -6.9611 -0.9036 -0.0642 0.0885 0.0367 0.2431
H 5.8934 -8.0301 0.4652 -0.1565 0.0453 0.1089 0.2987
H 7.3505 -5.3527 0.1478 0.0057 -0.0840 -0.0175 0.3551
H 8.0381 -6.9412 -0.1975 -0.0280 -0.0637 -0.0042 0.3918
H 7.5792 -6.5121 1.4581 -0.0009 -0.0131 0.0011 0.2992
```
Positions in Å, forces in eV/Å.

## Properties
- net charge = -1
- frontier orbital gap (eV) = 7.71